[1]
Below is the molecule C19H24N2O4S2, with properties calculated with wB97M-V/def2-TZVPD.

Geometry as ORCA input:
```
! RIJCOSX wB97M-V def2-TZVPD def2/J DEFGRID3
* xyz 0 1
C 4.048 5.173 -1.091
O 4.955 4.128 -0.828
C 4.455 2.910 -0.481
C 5.399 1.911 -0.237
C 4.983 0.645 0.119
C 3.636 0.352 0.236
C 2.692 1.346 -0.006
N 1.344 1.004 0.128
C 0.235 1.761 -0.088
O 0.234 2.914 -0.467
C -1.041 0.991 0.228
C -2.140 1.277 -0.799
C -3.543 1.059 -0.216
C -3.627 0.026 0.918
C -3.569 -1.437 0.431
N -2.350 -1.888 -0.199
S -1.145 -2.638 0.648
O -1.560 -2.828 2.003
O 0.114 -1.990 0.383
C -1.095 -4.210 -0.152
C -0.147 -4.693 -0.999
C -0.457 -5.990 -1.463
C -1.633 -6.451 -0.958
S -2.382 -5.317 0.097
C -2.607 0.325 2.037
C -1.551 1.351 1.624
C 3.101 2.627 -0.363
H 3.443 5.411 -0.210
H 4.660 6.035 -1.352
H 3.386 4.930 -1.927
H 6.445 2.154 -0.333
H 5.716 -0.125 0.307
H 3.308 -0.639 0.512
H 1.189 0.036 0.389
H -0.795 -0.068 0.240
H -2.043 2.318 -1.117
H -1.986 0.657 -1.687
H -4.231 0.772 -1.014
H -3.904 2.006 0.190
H -4.635 0.116 1.340
H -3.707 -2.097 1.290
H -4.389 -1.608 -0.276
H -2.024 -1.326 -0.966
H 0.733 -4.135 -1.262
H 0.166 -6.548 -2.137
H -2.104 -7.396 -1.142
H -2.103 -0.603 2.312
H -3.128 0.687 2.925
H -1.964 2.362 1.612
H -0.731 1.333 2.344
H 2.349 3.374 -0.545
*
```

SMILES = COc1cccc(NC(=O)[C@H]2CC[C@H](CNS(=O)(=O)c3cccs3)CC2)c1
ΔE to the lowest compared entry with this formula, charge and spin = 0.524 eV
E_HOMO = -8.0 eV
Kohn-Sham gap = 8.333 eV
maximum force = 0.878 eV Å⁻¹

Löwdin atomic charge list, values in e, 4 entries:
1 C -0.086
2 O -0.082
3 C -0.270
4 C -0.022

---

[2]
Below is a cluster of 2 separate species, C19H24N2O5 in total in a non-equilibrium geometry, with properties calculated with wB97M-V/def2-TZVPD.

Geometry as ORCA input:
```
! RIJCOSX wB97M-V def2-TZVPD def2/J DEFGRID3
* xyz 0 1
C -1.423 2.878 3.576
O -0.115 3.230 3.104
C 0.696 2.229 2.622
C 1.882 2.633 2.004
C 2.769 1.700 1.455
C 2.478 0.332 1.515
C 3.342 -0.613 0.942
C 3.032 -1.981 0.974
C 3.937 -2.998 0.309
C 4.759 -3.835 1.291
O 5.810 -4.297 0.885
O 4.277 -4.084 2.530
C 1.854 -2.395 1.611
C 0.996 -1.461 2.200
C 1.293 -0.095 2.148
C 0.418 0.851 2.703
H -1.974 3.785 3.840
H -1.987 2.348 2.801
H -1.357 2.248 4.469
H 2.105 3.693 1.943
H 3.677 2.046 0.969
H 4.252 -0.278 0.454
H 4.625 -2.488 -0.371
H 3.328 -3.679 -0.290
H 4.959 -4.621 2.960
H 1.607 -3.451 1.658
H 0.092 -1.803 2.694
H -0.485 0.497 3.186
C -1.865 1.296 -5.437
N -2.190 1.033 -4.036
C -1.429 1.407 -2.999
O -0.393 2.044 -3.170
C -1.870 1.010 -1.563
C -0.681 0.638 -0.664
N -2.837 -0.094 -1.467
C -4.114 -0.050 -1.840
C -4.948 -1.270 -1.530
O -4.609 0.901 -2.425
H -2.592 0.814 -6.091
H -1.875 2.372 -5.618
H -0.867 0.914 -5.661
H -3.097 0.641 -3.819
H -2.340 1.899 -1.139
H -1.038 0.386 0.334
H 0.001 1.486 -0.583
H -0.140 -0.211 -1.082
H -2.514 -0.933 -1.016
H -5.971 -1.091 -1.860
H -4.940 -1.453 -0.457
H -4.539 -2.130 -2.058
*
```

SMILES = COc1ccc2cc(CC(=O)O)ccc2c1.CNC(=O)[C@H](C)NC(C)=O
ΔE to the lowest compared entry with this formula, charge and spin = 0.752 eV
E_HOMO = -8.1 eV
Kohn-Sham gap = 8.453 eV
maximum force = 2.064 eV Å⁻¹

Löwdin atomic charge list, values in e, 4 entries:
1 C -0.072
2 O -0.088
3 C -0.264
4 C 0.008

---

[3]
Below is the molecule C19H24N2O5S, with properties calculated with wB97M-V/def2-TZVPD.

Geometry as ORCA input:
```
! RIJCOSX wB97M-V def2-TZVPD def2/J DEFGRID3
* xyz 0 1
C 0.891 -7.170 5.112
C 1.378 -6.935 3.689
O 1.257 -5.564 3.314
C 0.053 -5.158 2.888
O -0.903 -5.890 2.789
C 0.032 -3.718 2.543
C 1.157 -2.906 2.665
C 1.097 -1.567 2.334
C -0.099 -1.019 1.874
N -0.242 0.326 1.532
C 0.710 1.292 1.470
O 1.880 1.148 1.731
C 0.138 2.654 1.031
N 0.001 2.743 -0.425
C 0.910 3.584 -1.081
O 1.834 4.070 -0.488
C 0.613 3.880 -2.530
C 1.730 4.689 -3.179
C 1.358 5.137 -4.585
S 0.387 2.271 -3.361
C -1.133 1.830 -2.474
C -2.387 2.500 -3.054
C -2.661 2.039 -4.478
C -1.054 2.058 -0.980
O -1.926 1.594 -0.271
C -1.229 -1.832 1.750
C -1.162 -3.166 2.080
H -0.172 -6.952 5.179
H 1.429 -6.527 5.805
H 1.056 -8.208 5.387
H 2.442 -7.162 3.594
H 0.801 -7.547 2.987
H 2.081 -3.331 3.022
H 1.968 -0.941 2.428
H -1.173 0.584 1.216
H -0.840 2.825 1.486
H 0.848 3.426 1.333
H -0.337 4.420 -2.606
H 1.932 5.555 -2.546
H 2.635 4.080 -3.206
H 2.174 5.705 -5.023
H 0.471 5.767 -4.568
H 1.160 4.275 -5.218
H -1.235 0.747 -2.606
H -3.229 2.243 -2.408
H -2.270 3.586 -3.036
H -3.531 2.555 -4.876
H -1.807 2.253 -5.117
H -2.851 0.969 -4.504
H -2.154 -1.404 1.391
H -2.027 -3.806 1.989
*
```

SMILES = CCOC(=O)c1ccc(NC(=O)CN2C(=O)[C@@H](CC)S[C@H](CC)C2=O)cc1
ΔE to the lowest compared entry with this formula, charge and spin = 0.091 eV
E_HOMO = -8.7 eV
Kohn-Sham gap = 8.990 eV
maximum force = 0.631 eV Å⁻¹

Löwdin atomic charge list, values in e, 4 entries:
1 C -0.062
2 C -0.217
3 O -0.013
4 C -0.453

---

[4]
Below is the molecule C19H24N2O6S in a non-equilibrium geometry, with properties calculated with wB97M-V/def2-TZVPD.

Geometry as ORCA input:
```
! RIJCOSX wB97M-V def2-TZVPD def2/J DEFGRID3
* xyz 0 1
C -3.190 -1.087 -3.125
O -3.792 -0.506 -1.992
C -3.034 0.297 -1.191
C -1.703 0.576 -1.442
C -1.006 1.446 -0.605
C 0.381 1.717 -0.886
N 1.094 1.228 -1.857
N 2.338 1.720 -1.738
C 2.332 2.481 -0.686
S 3.674 3.306 0.017
C 4.993 2.276 -0.690
C 4.942 0.823 -0.237
O 5.825 0.046 -0.481
O 3.830 0.548 0.421
C 3.542 -0.821 0.758
C 2.449 -0.788 1.821
C 2.013 -2.205 2.179
C 1.529 -2.943 0.935
C 2.635 -2.986 -0.115
C 3.077 -1.575 -0.487
O 1.125 2.539 -0.097
C -1.640 2.029 0.477
C -2.977 1.747 0.757
O -3.446 2.407 1.846
C -4.741 2.189 2.364
C -3.688 0.862 -0.071
O -5.010 0.620 0.207
C -5.507 -0.699 0.085
H -2.366 -1.751 -2.846
H -2.826 -0.326 -3.820
H -3.977 -1.668 -3.603
H -1.180 0.157 -2.284
H 5.942 2.724 -0.398
H 4.901 2.297 -1.777
H 4.460 -1.278 1.150
H 1.599 -0.229 1.423
H 2.814 -0.262 2.704
H 1.217 -2.161 2.925
H 2.855 -2.744 2.617
H 1.225 -3.957 1.199
H 0.658 -2.426 0.523
H 2.284 -3.502 -1.010
H 3.489 -3.541 0.280
H 3.892 -1.610 -1.211
H 2.246 -1.028 -0.939
H -1.117 2.707 1.132
H -4.816 2.864 3.217
H -5.516 2.431 1.635
H -4.872 1.160 2.706
H -5.818 -0.919 -0.938
H -6.373 -0.745 0.747
H -4.767 -1.437 0.404
*
```

SMILES = COc1cc(-c2nnc(SCC(=O)OC3CCCCC3)o2)cc(OC)c1OC
ΔE to the lowest compared entry with this formula, charge and spin = 1.786 eV
E_HOMO = -8.1 eV
Kohn-Sham gap = 8.603 eV
maximum force = 1.672 eV Å⁻¹

Löwdin atomic charge list, values in e, 4 entries:
1 C -0.069
2 O -0.100
3 C -0.184
4 C 0.036

---

[5]
Below is the molecule C19H24N4O2, with properties calculated with wB97M-V/def2-TZVPD.

Geometry as ORCA input:
```
! RIJCOSX wB97M-V def2-TZVPD def2/J DEFGRID3
* xyz 0 1
C 5.599 3.324 -0.257
O 4.928 2.294 0.451
C 3.590 2.232 0.251
O 2.979 2.954 -0.497
N 3.042 1.272 1.033
C 1.668 0.872 0.845
C 1.526 -0.149 -0.313
C 2.297 -1.428 -0.080
C 2.703 -2.178 -1.181
C 3.395 -3.360 -0.987
C 3.663 -3.756 0.315
N 3.279 -3.060 1.369
C 2.614 -1.935 1.175
N 0.161 -0.489 -0.673
C -0.584 -1.228 0.330
C -2.046 -1.337 -0.089
N -2.649 -0.025 -0.079
C -4.003 0.152 0.068
C -4.535 1.410 0.381
C -5.895 1.586 0.536
C -6.769 0.520 0.398
C -6.255 -0.730 0.096
C -4.898 -0.916 -0.072
C -1.760 1.074 -0.378
C -0.621 0.583 -1.274
H 5.251 4.305 0.075
H 5.417 3.231 -1.330
H 6.656 3.201 -0.036
H 3.673 0.637 1.494
H 1.112 1.775 0.581
H 1.285 0.479 1.786
H 1.959 0.334 -1.199
H 2.469 -1.830 -2.177
H 3.721 -3.957 -1.824
H 4.206 -4.667 0.527
H 2.322 -1.427 2.085
H -0.152 -2.229 0.413
H -0.547 -0.758 1.326
H -2.569 -1.976 0.627
H -2.101 -1.808 -1.082
H -3.880 2.255 0.523
H -6.276 2.568 0.778
H -7.831 0.662 0.523
H -6.922 -1.573 -0.020
H -4.534 -1.898 -0.331
H -1.350 1.515 0.543
H -2.309 1.853 -0.913
H -1.057 0.202 -2.207
H 0.029 1.422 -1.529
*
```

SMILES = COC(=O)NC[C@@H](c1cccnc1)N1CCN(c2ccccc2)CC1
ΔE to the lowest compared entry with this formula, charge and spin = 1.334 eV
E_HOMO = -7.5 eV
Kohn-Sham gap = 8.192 eV
maximum force = 0.602 eV Å⁻¹

Löwdin atomic charge list, values in e, 4 entries:
1 C -0.059
2 O -0.036
3 C -0.588
4 O 0.096